No. 1
A cluster of 2 separate species, Br3OP in total at a distorted geometry, computed with wB97M-V/def2-TZVPD.

Structure (ORCA input):
```
! RIJCOSX wB97M-V def2-TZVPD def2/J DEFGRID3
* xyz 0 1
O -0.888 0.755 0.866
P -0.573 0.356 -0.492
Br 3.372 -1.803 -0.351
Br -0.786 -1.823 -0.380
Br 2.294 -1.396 -2.292
*
```

SMILES = O=PBr.BrBr
Maximum force = 1.2 eV/A
E_HOMO = -0.3795 Eh


No. 2
A cluster of 2 separate species, Br3OP in total at a distorted geometry, computed with wB97M-V/def2-TZVPD.

Structure (ORCA input):
```
! RIJCOSX wB97M-V def2-TZVPD def2/J DEFGRID3
* xyz 0 1
O -1.523 -1.162 0.436
P -2.098 -0.415 -0.654
Br 3.788 -0.332 -0.422
Br -2.025 1.760 -0.052
Br 1.858 0.150 0.693
*
```

SMILES = O=PBr.BrBr
Maximum force = 1.3 eV/A
E_HOMO = -0.3758 Eh


No. 3
A cluster of 2 separate species, Br6OSi2 in total, computed with wB97M-V/def2-TZVPD.

Structure (ORCA input):
```
! RIJCOSX wB97M-V def2-TZVPD def2/J DEFGRID3
* xyz 0 1
O 0.979 0.365 0.784
Si 1.841 -0.135 1.907
Si -1.574 0.181 -1.671
Br 1.596 0.386 4.007
Br 3.519 -1.499 1.678
Br -2.435 0.344 0.354
Br -0.636 -1.806 -1.891
Br -3.202 0.391 -3.158
Br -0.088 1.774 -2.009
*
```

SMILES = Br[Si](Br)(Br)Br.O=[Si](Br)Br
Maximum force = 0.6 eV/A
E_HOMO = -0.3824 Eh


No. 4
A cluster of 2 separate species, Br6Si2 in total, computed with wB97M-V/def2-TZVPD.

Structure (ORCA input):
```
! RIJCOSX wB97M-V def2-TZVPD def2/J DEFGRID3
* xyz 0 1
Si -1.046 1.707 -0.049
Si 1.025 -1.646 0.046
Br -2.763 2.029 1.324
Br -1.722 1.996 -2.156
Br 0.533 3.225 0.402
Br -0.001 -2.879 -1.515
Br 3.222 -1.792 -0.257
Br 0.508 -2.477 2.061
*
```

Maximum force = 0.4 eV/A
E_HOMO (alpha / beta) = -0.3269 / -0.3273 Eh


No. 5
A structure of composition BrCdH8O4 at a distorted geometry, computed with wB97M-V/def2-TZVPD.

Structure (ORCA input):
```
! RIJCOSX wB97M-V def2-TZVPD def2/J DEFGRID3
* xyz 1 1
Cd -0.681 3.320 1.291
Br 0.093 1.355 -0.395
O -2.841 0.002 -1.731
H -2.696 -0.754 -1.164
H -2.213 0.656 -1.426
O 1.050 -0.715 -2.917
H 0.692 -0.278 -2.145
H 0.995 -1.649 -2.712
O -1.206 -0.988 2.148
H -1.282 -1.939 2.066
H -0.462 -0.758 1.591
O 2.869 0.843 2.088
H 3.310 -0.005 2.032
H 2.372 0.909 1.273
*
```

Maximum force = 2.5 eV/A
E_HOMO = -0.5240 Eh


No. 6
A cluster of 2 separate species, BrCl4HSi2 in total at a distorted geometry, computed with wB97M-V/def2-TZVPD.

Structure (ORCA input):
```
! RIJCOSX wB97M-V def2-TZVPD def2/J DEFGRID3
* xyz 0 1
Si -1.662 0.419 -0.167
Si 2.447 -1.504 -0.261
Cl -0.807 1.205 -1.829
Cl -0.479 -0.952 0.774
Cl -1.880 1.946 1.088
Cl 2.578 -1.571 1.823
Br 2.787 0.724 -0.634
H -2.983 -0.267 -0.794
*
```

Maximum force = 2.5 eV/A
E_HOMO = -0.3516 Eh


No. 7
A cluster of 2 separate species, BrClFN in total at a distorted geometry, computed with wB97M-V/def2-TZVPD.

Structure (ORCA input):
```
! RIJCOSX wB97M-V def2-TZVPD def2/J DEFGRID3
* xyz 0 3
N -0.348 -0.530 0.528
F 0.158 -1.204 -0.526
Cl 1.923 1.296 -0.023
Br -1.733 0.438 0.022
*
```

Maximum force = 1.9 eV/A
E_HOMO (alpha / beta) = -0.3748 / -0.4177 Eh


No. 8
A cluster of 2 separate species, BrClH2O2Si in total at a distorted geometry, computed with wB97M-V/def2-TZVPD.

Structure (ORCA input):
```
! RIJCOSX wB97M-V def2-TZVPD def2/J DEFGRID3
* xyz 0 1
O 1.438 1.174 -0.388
O -0.604 -0.818 -0.536
Si 0.021 0.559 -0.804
Cl -0.891 1.922 -1.971
Br -1.336 -2.214 2.298
H 2.061 0.913 0.233
H -0.688 -1.537 1.169
*
```

SMILES = O=[Si](O)Cl.Br
Maximum force = 2.9 eV/A
E_HOMO = -0.3725 Eh


No. 9
An isolated molecule of BrClH2Si at a distorted geometry, computed with wB97M-V/def2-TZVPD.

Structure (ORCA input):
```
! RIJCOSX wB97M-V def2-TZVPD def2/J DEFGRID3
* xyz 0 3
Si -0.779 0.399 -0.066
Cl -1.355 2.530 0.008
Br -2.735 -0.607 -0.036
H -0.172 0.158 1.230
H -0.080 -0.110 -1.221
*
```

Maximum force = 3.8 eV/A
E_HOMO (alpha / beta) = -0.1779 / -0.4090 Eh


No. 10
A structure of composition BrClHOP at a distorted geometry, computed with wB97M-V/def2-TZVPD.

Structure (ORCA input):
```
! RIJCOSX wB97M-V def2-TZVPD def2/J DEFGRID3
* xyz 0 1
O 0.919 -0.546 0.843
P -0.238 0.648 0.789
Cl 0.536 1.298 -1.713
Br -2.078 -0.276 -0.055
H 0.862 -1.124 0.135
*
```

Maximum force = 4.7 eV/A
E_HOMO = -0.3749 Eh


No. 11
An isolated molecule of BrClHP at a distorted geometry, computed with wB97M-V/def2-TZVPD.

Structure (ORCA input):
```
! RIJCOSX wB97M-V def2-TZVPD def2/J DEFGRID3
* xyz 0 1
P 0.232 -0.367 0.697
Cl 1.274 1.092 -0.591
Br -0.915 -1.392 -0.893
H -0.591 0.667 0.786
*
```

SMILES = ClPBr
Maximum force = 2.7 eV/A
E_HOMO = -0.3785 Eh


No. 12
The ion BrClNO with charge -1 at a distorted geometry, computed with wB97M-V/def2-TZVPD.

Structure (ORCA input):
```
! RIJCOSX wB97M-V def2-TZVPD def2/J DEFGRID3
* xyz -1 1
N -0.205 -0.164 -0.480
O -0.868 -1.319 0.348
Cl -0.751 1.551 0.122
Br 1.824 -0.068 0.010
*
```

SMILES = [O-]N(Cl)Br
Maximum force = 7.0 eV/A
E_HOMO (alpha / beta) = -0.1527 / -0.1528 Eh


E_tot in Eh, matching the order above: -8138.65524, -8138.65869, -16098.60500, -16023.26585, -3047.14820, -4994.57319, -3188.62003, -3475.48786, -3324.73460, -3451.41832, -3376.17487, -3164.10578